(1)
Formula: C28H29N3O4
Source: the OMol25 dataset
Level of theory: the ωB97M-V functional and the def2-TZVPD basis

Calculated values
- structure (SMILES) = Cc1cccc(COc2ccc(/C(O)=C3\C(=O)C(=O)N(CCN(C)C)[C@@H]3c3ccncc3)cc2)c1
- LUMO (Eh) = -0.014
- orbital gap (eV) = 7.641
- spin multiplicity = 1

Last column: Mulliken charge in e.
CARTESIAN COORDINATES (ANGSTROEM)
C -8.71 -0.48 -2.76  -1.431
C -8.43 -0.04 -1.35  0.770
C -9.39 0.65 -0.62  -0.637
C -9.12 1.07 0.67  -0.642
C -7.89 0.80 1.25  -0.832
C -6.92 0.11 0.53  0.435
C -5.59 -0.21 1.15  -0.539
O -4.58 0.00 0.18  -0.332
C -3.29 -0.22 0.51  0.826
C -2.84 -0.68 1.75  -0.520
C -1.49 -0.87 1.97  -0.722
C -0.55 -0.59 0.98  -0.321
C 0.87 -0.82 1.25  1.452
O 1.20 -1.97 1.89  -0.546
C 1.87 0.03 0.93  -0.812
C 1.77 1.39 0.41  0.898
O 0.80 2.01 0.05  -0.657
C 3.19 1.95 0.48  0.060
O 3.55 3.08 0.21  -0.624
N 4.00 0.95 0.90  0.553
C 5.38 1.16 1.25  -0.918
C 6.42 0.68 0.21  -1.031
N 6.59 1.45 -1.00  0.056
C 5.56 1.28 -2.00  -0.752
C 6.89 2.85 -0.78  -0.964
C 3.32 -0.29 1.19  -0.992
C 3.77 -1.43 0.30  0.713
C 4.48 -2.51 0.80  -0.318
C 4.86 -3.51 -0.07  -0.435
N 4.59 -3.50 -1.36  -0.637
C 3.92 -2.47 -1.84  -0.535
C 3.48 -1.41 -1.06  -0.310
C -1.00 -0.14 -0.26  -0.581
C -2.34 0.04 -0.49  -0.732
C -7.20 -0.31 -0.76  -0.462
H -8.24 -1.44 -2.96  0.368
H -9.78 -0.56 -2.94  0.387
H -8.29 0.25 -3.46  0.289
H -10.35 0.86 -1.06  0.391
H -9.87 1.60 1.23  0.392
H -7.68 1.14 2.25  0.370
H -5.58 -1.26 1.48  0.375
H -5.41 0.44 2.02  0.480
H -3.54 -0.88 2.55  0.433
H -1.17 -1.20 2.95  0.489
H 0.41 -2.50 2.06  0.441
H 5.50 2.23 1.40  0.627
H 5.58 0.64 2.19  0.308
H 6.20 -0.35 -0.08  0.376
H 7.39 0.68 0.72  0.410
H 4.63 1.81 -1.75  0.212
H 5.34 0.22 -2.12  0.206
H 5.93 1.67 -2.94  0.394
H 6.01 3.43 -0.49  0.283
H 7.28 3.26 -1.71  0.339
H 7.65 2.94 -0.01  0.319
H 3.48 -0.58 2.24  0.549
H 4.72 -2.57 1.85  0.430
H 5.42 -4.38 0.28  0.411
H 3.71 -2.50 -2.91  0.414
H 2.93 -0.59 -1.49  0.607
H -0.29 0.06 -1.05  0.399
H -2.70 0.39 -1.45  0.422
H -6.45 -0.84 -1.32  0.401



(2)
Formula: C5H7NO2S
Source: the OMol25 dataset
Level of theory: the ωB97M-V functional and the def2-TZVPD basis

Calculated values
- structure (SMILES) = C=C1N(C)C=CS1(=O)=O
- LUMO (alpha / beta) (Eh) = -0.021 / -0.022
- orbital gap (alpha / beta) (eV) = 7.504 / 7.602
- spin multiplicity = 1

Last column: Mulliken charge in e.
CARTESIAN COORDINATES (ANGSTROEM)
C 2.21 0.41 -0.34  -1.149
C 0.79 -0.09 0.31  0.659
N -0.24 -0.13 -0.53  -0.008
C -0.27 0.43 -1.83  -1.004
C -1.50 -0.37 0.02  -0.276
C -1.51 -0.50 1.34  -0.392
S 0.10 -0.33 1.94  0.948
O 0.26 0.87 2.77  -0.589
O 0.61 -1.46 2.63  -0.581
H 3.01 0.29 0.27  0.357
H 2.23 0.43 -1.35  0.333
H -0.87 1.36 -1.77  0.328
H 0.67 0.57 -2.30  0.304
H -0.82 -0.30 -2.44  0.345
H -2.29 -0.29 -0.73  0.412
H -2.37 -0.90 2.01  0.313



(3)
Formula: C10H21ClN2O2
Source: the OMol25 dataset
Level of theory: the ωB97M-V functional and the def2-TZVPD basis

Calculated values
- LUMO (Eh) = -0.019
- orbital gap (eV) = 3.813
- spin multiplicity = 1

Last column: Mulliken charge in e.
CARTESIAN COORDINATES (ANGSTROEM)
O -3.16 -1.26 1.80  -0.544
C -3.91 -0.56 0.96  0.303
Cl -3.38 1.19 0.60  -0.292
C -5.21 -1.30 0.27  -0.147
N -6.50 -1.14 1.06  -0.630
O -7.09 0.04 0.83  -0.353
H -5.27 -0.94 -0.84  0.256
H -4.96 -2.46 0.24  0.204
H -6.74 0.72 1.52  0.254
C 3.31 2.19 -1.52  -1.207
C 3.61 1.27 -0.36  -0.598
C 2.97 -0.13 -0.38  -0.586
N 1.43 -0.20 -0.53  0.371
C 1.03 -0.16 -2.00  -1.123
C 0.93 -1.55 0.05  -0.681
C 0.75 -1.28 1.52  -0.633
C 0.20 0.13 1.58  -0.279
C 0.66 0.83 0.30  -0.545
H 2.26 2.52 -1.52  0.299
H 3.92 3.09 -1.45  0.399
H 3.54 1.71 -2.48  0.306
H 3.37 1.78 0.58  0.354
H 4.69 1.12 -0.33  0.421
H 3.23 -0.62 0.56  0.346
H 3.39 -0.73 -1.19  0.391
H 1.54 -0.97 -2.52  0.387
H 1.31 0.81 -2.43  0.392
H -0.05 -0.28 -2.08  0.448
H -0.03 -1.78 -0.42  0.488
H 1.66 -2.33 -0.18  0.318
H 1.70 -1.34 2.05  0.269
H 0.07 -2.00 1.99  0.463
H 0.55 0.66 2.47  0.402
H -0.89 0.12 1.62  -0.073
H 1.27 1.71 0.51  0.278
H -0.21 1.16 -0.28  0.342



(4)
Formula: C23H30N2O3
Source: the OMol25 dataset
Level of theory: the ωB97M-V functional and the def2-TZVPD basis

Calculated values
- structure (SMILES) = CC(=O)c1cccc(CN2CCC[C@H](CCC(=O)NCc3ccc(C)o3)C2)c1
- LUMO (Eh) = 0.024
- orbital gap (eV) = 8.666
- spin multiplicity = 1

Last column: Mulliken charge in e.
CARTESIAN COORDINATES (ANGSTROEM)
C -3.81 2.60 -0.45  -1.362
C -2.54 2.29 0.29  0.228
O -1.80 3.15 0.71  -0.644
C -2.25 0.84 0.47  0.581
C -2.25 0.27 1.74  -0.440
C -1.94 -1.07 1.89  -0.612
C -1.55 -1.82 0.79  -0.611
C -1.51 -1.25 -0.48  -0.639
C -0.99 -2.03 -1.65  -1.066
N 0.47 -2.13 -1.57  0.157
C 1.04 -2.91 -2.65  -0.932
C 1.08 -2.18 -4.00  -0.514
C 1.79 -0.84 -3.85  -1.197
C 1.16 -0.02 -2.72  1.515
C 1.89 1.32 -2.54  -1.617
C 1.26 2.21 -1.46  -0.165
C 1.86 1.93 -0.09  0.390
O 2.99 1.51 0.07  -0.673
N 1.06 2.25 0.95  0.060
C 1.51 2.11 2.32  -1.142
C 1.14 0.78 2.91  0.324
C 1.46 -0.49 2.54  0.212
C 0.85 -1.34 3.49  -0.985
C 0.19 -0.53 4.37  0.631
C -0.62 -0.83 5.58  -1.395
O 0.36 0.76 4.02  -0.413
C 1.16 -0.86 -1.44  -0.598
C -1.90 0.07 -0.63  0.810
H -3.90 3.67 -0.63  0.394
H -3.83 2.06 -1.40  0.342
H -4.66 2.25 0.13  0.362
H -2.51 0.87 2.59  0.436
H -1.98 -1.52 2.86  0.555
H -1.25 -2.85 0.92  0.464
H -1.38 -3.05 -1.62  0.668
H -1.34 -1.56 -2.58  0.297
H 0.48 -3.85 -2.74  0.443
H 2.07 -3.16 -2.36  0.404
H 0.06 -2.01 -4.36  0.305
H 1.59 -2.80 -4.74  0.418
H 1.76 -0.28 -4.79  0.376
H 2.84 -1.02 -3.60  0.389
H 0.12 0.20 -3.00  -0.021
H 1.89 1.84 -3.49  0.452
H 2.92 1.12 -2.25  0.420
H 1.49 3.26 -1.68  0.538
H 0.18 2.10 -1.43  -0.067
H 0.11 2.58 0.81  0.116
H 1.08 2.90 2.93  0.387
H 2.60 2.20 2.30  0.302
H 2.07 -0.77 1.71  0.584
H 0.90 -2.41 3.52  0.489
H -1.61 -0.39 5.50  0.313
H -0.71 -1.91 5.71  0.332
H -0.14 -0.41 6.47  0.380
H 0.73 -0.31 -0.61  -0.555
H 2.20 -1.09 -1.18  0.385
H -1.90 0.52 -1.61  0.187



(5)
Formula: C5H19BCl2N3O2V
Source: the OMol25 dataset
Level of theory: the ωB97M-V functional and the def2-TZVPD basis

Calculated values
- total charge = -1
- LUMO (alpha / beta) (Eh) = 0.089 / 0.089
- orbital gap (alpha / beta) (eV) = 5.748 / 7.121
- spin multiplicity = 4

Last column: Mulliken charge in e.
CARTESIAN COORDINATES (ANGSTROEM)
V 0.08 -0.19 1.40  0.587
B 0.76 1.82 2.56  0.097
H -0.07 1.38 3.31  -0.138
H 0.26 2.15 1.53  -0.290
H 1.23 2.85 2.98  -0.227
H 1.66 1.06 2.41  -0.085
Cl 1.56 -1.85 2.66  -0.686
Cl -2.09 -0.61 2.76  -0.678
C 2.18 1.96 -1.92  -1.613
C 1.28 1.53 -0.76  0.311
C -0.18 1.69 -1.12  -0.813
O -0.99 1.06 -0.16  0.056
C -2.33 0.89 -0.58  -0.852
N 1.45 0.11 -0.39  -0.244
H 3.23 1.89 -1.63  0.418
H 1.96 3.01 -2.15  0.352
H 1.94 1.39 -2.82  0.370
H 1.54 2.09 0.13  0.246
H -0.37 1.28 -2.13  0.466
H -0.46 2.75 -1.24  0.394
H -2.65 1.74 -1.20  0.342
H -2.96 0.86 0.31  0.246
H -2.43 -0.01 -1.20  0.209
H 1.34 -0.47 -1.22  0.212
H 2.42 -0.04 -0.10  0.260
C -0.87 -3.02 -0.12  0.389
O -0.48 -1.88 0.02  -0.262
N -1.55 -3.47 -1.24  -0.437
N -0.79 -3.94 0.87  -0.334
H -1.45 -2.96 -2.09  0.219
H -1.86 -4.42 -1.28  0.146
H -0.37 -3.75 1.76  0.189
H -0.98 -4.91 0.65  0.152



(6)
Formula: C2HClO
Source: the OMol25 dataset
Level of theory: the ωB97M-V functional and the def2-TZVPD basis

Calculated values
- structure (SMILES) = OC#CCl
- LUMO (Eh) = -0.004
- orbital gap (eV) = 8.647
- spin multiplicity = 1

Last column: Mulliken charge in e.
CARTESIAN COORDINATES (ANGSTROEM)
O 1.50 0.24 0.46  -0.429
C 0.23 -0.07 0.32  0.276
C -1.01 -0.07 -0.33  -0.097
Cl -2.61 -0.36 -0.04  -0.090
H 1.88 0.27 -0.41  0.340



(7)
Formula: C2H4ClOP
Source: the OMol25 dataset
Level of theory: the ωB97M-V functional and the def2-TZVPD basis

Calculated values
- structure (SMILES) = O=PCl.C=C
- LUMO (Eh) = -0.039
- orbital gap (eV) = 9.346
- spin multiplicity = 1

Last column: Mulliken charge in e.
CARTESIAN COORDINATES (ANGSTROEM)
O -0.75 0.25 -3.40  -0.331
P -0.65 1.65 -3.03  0.512
Cl 1.32 2.16 -3.18  -0.180
C -0.39 -0.26 1.51  -0.478
C -0.06 -0.04 0.26  -0.268
H 0.38 -0.69 2.18  0.218
H -1.37 -0.11 1.80  0.269
H -0.86 0.29 -0.49  -0.050
H 0.90 -0.16 -0.08  0.308



(8)
Formula: C3H6N2O
Source: the OMol25 dataset
Level of theory: the ωB97M-V functional and the def2-TZVPD basis

Calculated values
- structure (SMILES) = C/N=C/NC=O
- LUMO (Eh) = 0.032
- orbital gap (eV) = 10.479
- spin multiplicity = 1

Last column: Mulliken charge in e.
CARTESIAN COORDINATES (ANGSTROEM)
C -1.99 0.22 -0.85  -0.706
N -0.71 0.02 -0.21  -0.391
C 0.31 -0.27 -0.90  0.042
N 1.56 -0.33 -0.29  -0.076
C 1.74 0.17 0.98  0.023
O 2.82 0.22 1.54  -0.529
H -2.27 1.27 -0.72  0.249
H -1.99 -0.02 -1.93  0.296
H -2.74 -0.39 -0.34  0.233
H 0.30 -0.49 -1.98  0.280
H 2.38 -0.61 -0.81  0.226
H 0.79 0.52 1.41  0.353



Which value of spin multiplicity does entry 5 give?
4